Record 1
H15NO6 | ωB97M-V/def2-TZVPD

Output
energy above the lowest of the compared OMol25 structures with the same formula, charge and spin: 18.3 kcal per mole
E_LUMO: 0.481 eV
maximum force: 1.7 eV/A
total energy: -14019.041 eV
spin multiplicity: 1
SMILES: N.O.O.O.O.O.O
orbital gap: 0.40587 Ha

Last columns: bonded neighbours and bond lengths (Å).
Cartesian coordinates (Å):
1 N 2.62 -1.01 2.16  H2 1.021, H3 1.034, H4 1.009
2 H 3.29 -1.60 2.65  N1 1.021
3 H 2.00 -0.84 2.97  N1 1.034
4 H 3.04 -0.13 1.91  N1 1.009
5 H -1.21 -2.51 -0.48  O7 0.958
6 H -2.69 -1.91 -0.60  O7 0.959
7 O -1.94 -2.27 -1.06  H5 0.958, H6 0.959
8 H -0.53 0.88 -3.22  O10 0.968
9 H -1.27 2.29 -3.26  O10 0.973
10 O -0.55 1.78 -2.85  H8 0.968, H9 0.973
11 H -0.23 1.99 1.71  O13 0.973
12 H 0.41 0.91 2.63  O13 0.960
13 O -0.34 1.50 2.55  H11 0.973, H12 0.960
14 H -0.72 -0.94 1.15  O16 0.962
15 H -1.76 -0.10 1.91  O16 0.967
16 O -1.54 -1.00 1.65  H14 0.962, H15 0.967
17 H 0.05 1.80 -0.90  O19 0.979
18 H 0.76 3.03 -0.46  O19 0.965
19 O 0.51 2.16 -0.12  H17 0.979, H18 0.965
20 H 0.56 -1.84 -3.10  O22 0.960
21 H -0.62 -1.20 -2.35  O22 0.967
22 O 0.16 -0.99 -2.89  H20 0.960, H21 0.967

Record 2
C41H103N12O22 | ωB97M-V/def2-TZVPD

Output
energy above the lowest of the compared OMol25 structures with the same formula, charge and spin: 0.0 kcal per mole
E_LUMO: -4.644 eV
maximum force: 3.3 eV/A
net charge: +1
total energy: -107110.191 eV
spin multiplicity: 1
orbital gap: 0.22728 Ha

Last columns: bonded neighbours and bond lengths (Å).
Cartesian coordinates (Å):
1 C -1.23 -1.90 0.52  C2 1.527, H12 1.087, H13 1.092, H14 1.092
2 C -0.96 -1.24 -0.83  C1 1.527, C3 1.544, N7 1.542, C11 1.538
3 C -2.19 -0.34 -1.10  C2 1.544, C4 1.527, H15 1.090, H16 1.094
4 C -2.27 0.90 -0.21  C3 1.527, C5 1.544, H17 1.092, H18 1.091
5 C -0.95 1.70 -0.30  C4 1.544, C6 1.548, H19 1.090, H20 1.092
6 C 0.38 0.94 -0.11  C5 1.548, N7 1.503, C9 1.544, C10 1.512
7 N 0.31 -0.38 -0.84  C2 1.542, C6 1.503, O8 1.185
8 O 1.35 -0.94 -0.98  N7 1.185
9 C 0.64 0.71 1.40  C6 1.544, H21 1.090, H22 1.089, H23 1.089
10 C 1.47 1.84 -0.65  C6 1.512, H24 1.088, H25 1.093, H26 1.093
11 C -0.82 -2.25 -1.98  C2 1.538, H27 1.089, H28 1.087, H29 1.090
12 H -1.48 -1.19 1.31  C1 1.087
13 H -0.48 -2.62 0.85  C1 1.092
14 H -2.09 -2.57 0.39  C1 1.092
15 H -3.13 -0.89 -1.10  C3 1.090
16 H -2.09 0.05 -2.12  C3 1.094
17 H -2.50 0.74 0.84  C4 1.092
18 H -3.04 1.58 -0.56  C4 1.091
19 H -0.97 2.49 0.45  C5 1.090
20 H -0.91 2.13 -1.30  C5 1.092
21 H 1.51 0.11 1.67  C9 1.090
22 H -0.18 0.14 1.83  C9 1.089
23 H 0.68 1.68 1.88  C9 1.089
24 H 1.23 2.88 -0.43  C10 1.088
25 H 1.63 1.71 -1.72  C10 1.093
26 H 2.47 1.60 -0.28  C10 1.093
27 H -1.68 -2.93 -1.98  C11 1.089
28 H 0.06 -2.88 -1.87  C11 1.087
29 H -0.78 -1.75 -2.95  C11 1.090
30 C -1.73 5.54 0.38  C31 1.576, O33 1.425, H34 1.089, H35 1.094
31 C -2.33 4.57 1.47  C30 1.576, O32 1.414, H36 1.090, H37 1.093
32 O -1.29 3.95 2.22  C31 1.414, H38 0.960
33 O -1.37 6.75 1.04  C30 1.425, H39 0.961
34 H -2.48 5.66 -0.40  C30 1.089
35 H -0.87 5.07 -0.10  C30 1.094
36 H -3.03 3.86 1.05  C31 1.090
37 H -2.93 5.17 2.15  C31 1.093
38 H -0.79 4.57 2.74  O32 0.960
39 H -0.60 6.54 1.58  O33 0.961
40 C -0.69 5.44 -2.64  C41 1.550, O43 1.431, H44 1.090, H45 1.093
41 C -0.38 6.65 -3.56  C40 1.550, O42 1.421, H46 1.090, H47 1.093
42 O -0.17 7.84 -2.79  C41 1.421, H48 0.961
43 O 0.49 4.99 -1.97  C40 1.431, H49 0.962
44 H -1.14 4.62 -3.19  C40 1.090
45 H -1.37 5.69 -1.83  C40 1.093
46 H -1.16 6.81 -4.30  C41 1.090
47 H 0.54 6.39 -4.09  C41 1.093
48 H 0.78 7.95 -2.74  O42 0.961
49 H 0.92 5.73 -1.53  O43 0.962
50 C 3.53 4.36 1.22  C51 1.529, O53 1.421, H54 1.092, H55 1.099
51 C 4.86 3.77 0.76  C50 1.529, O52 1.404, H56 1.101, H57 1.095
52 O 4.86 2.50 0.16  C51 1.404, H58 0.961
53 O 3.77 5.55 1.95  C50 1.421, H59 0.961
54 H 2.89 3.71 1.84  C50 1.092
55 H 3.04 4.50 0.25  C50 1.099
56 H 5.51 3.71 1.66  C51 1.101
57 H 5.44 4.56 0.26  C51 1.095
58 H 5.77 2.34 -0.10  O52 0.961
59 H 2.90 5.76 2.29  O53 0.961
60 C 3.42 3.54 -2.91  C61 1.531, O63 1.392, H64 1.096, H65 1.089
61 C 2.36 3.63 -4.02  C60 1.531, O62 1.429, H66 1.092, H67 1.098
62 O 2.61 2.86 -5.20  C61 1.429, H68 0.961
63 O 4.63 4.18 -3.18  C60 1.392, H69 0.960
64 H 3.66 2.49 -2.72  C60 1.096
65 H 2.94 3.92 -2.01  C60 1.089
66 H 2.03 4.64 -4.24  C61 1.092
67 H 1.44 3.19 -3.61  C61 1.098
68 H 1.92 3.12 -5.82  O62 0.961
69 H 5.12 3.75 -3.88  O63 0.960
70 C 3.21 3.03 4.42  C71 1.493, O73 1.446, H74 1.090, H75 1.094
71 C 2.80 2.51 5.76  C70 1.493, O72 1.426, H76 1.093, H77 1.093
72 O 3.69 3.02 6.74  C71 1.426, H78 0.961
73 O 4.37 2.33 3.92  C70 1.446, H79 0.962
74 H 3.36 4.10 4.33  C70 1.090
75 H 2.42 2.80 3.69  C70 1.094
76 H 2.88 1.42 5.84  C71 1.093
77 H 1.79 2.84 6.03  C71 1.093
78 H 3.54 2.53 7.56  O72 0.961
79 H 5.16 2.87 4.03  O73 0.962
80 O 0.29 -4.65 -0.24  C81 1.231
81 C 1.46 -5.03 -0.13  O80 1.231, N82 1.345, C83 1.519
82 N 2.37 -4.22 0.43  C81 1.345, H84 1.008, H85 1.007
83 C 1.97 -6.30 -0.78  C81 1.519, H86 1.091, H87 1.087, H88 1.090
84 H 2.15 -3.28 0.73  N82 1.008
85 H 3.31 -4.53 0.61  N82 1.007
86 H 2.48 -5.97 -1.69  C83 1.091
87 H 1.16 -6.99 -1.04  C83 1.087
88 H 2.69 -6.86 -0.18  C83 1.090
89 O -4.10 -4.81 -1.83  C90 1.226
90 C -4.78 -4.07 -2.53  O89 1.226, N91 1.341, C92 1.515
91 N -4.15 -3.18 -3.30  C90 1.341, H93 1.006, H94 1.005
92 C -6.30 -4.07 -2.55  C90 1.515, H95 1.092, H96 1.089, H97 1.090
93 H -4.66 -2.52 -3.87  N91 1.006
94 H -3.14 -3.13 -3.31  N91 1.005
95 H -6.68 -3.31 -3.23  C92 1.092
96 H -6.80 -3.92 -1.59  C92 1.089
97 H -6.73 -5.00 -2.93  C92 1.090
98 O 5.66 -2.14 2.76  C99 1.218
99 C 5.09 -1.07 2.83  O98 1.218, N100 1.357, C101 1.497
100 N 5.05 -0.34 3.97  C99 1.357, H102 1.008, H103 1.018
101 C 4.43 -0.51 1.61  C99 1.497, H104 1.091, H105 1.089, H106 1.087
102 H 5.62 -0.65 4.74  N100 1.008
103 H 4.73 0.63 3.95  N100 1.018
104 H 3.94 0.47 1.74  C101 1.091
105 H 3.60 -1.16 1.35  C101 1.089
106 H 5.22 -0.46 0.87  C101 1.087
107 O -0.55 0.89 -3.63  C108 1.228
108 C -0.62 0.72 -4.85  O107 1.228, N109 1.348, C110 1.518
109 N 0.45 0.77 -5.67  C108 1.348, H111 1.013, H112 1.004
110 C -1.94 0.42 -5.52  C108 1.518, H113 1.096, H114 1.088, H115 1.087
111 H 1.26 1.12 -5.16  N109 1.013
112 H 0.45 0.31 -6.56  N109 1.004
113 H -2.34 1.41 -5.76  C110 1.096
114 H -2.75 0.09 -4.88  C110 1.088
115 H -1.76 -0.16 -6.43  C110 1.087
116 O 0.69 -4.51 -4.04  C117 1.221
117 C 0.37 -5.69 -4.11  O116 1.221, N118 1.352, C119 1.518
118 N 1.08 -6.71 -4.65  C117 1.352, H120 1.007, H121 1.004
119 C -0.97 -6.03 -3.49  C117 1.518, H122 1.087, H123 1.095, H124 1.093
120 H 2.05 -6.50 -4.84  N118 1.007
121 H 0.64 -7.60 -4.54  N118 1.004
122 H -1.07 -5.69 -2.46  C119 1.087
123 H -1.21 -7.09 -3.59  C119 1.095
124 H -1.79 -5.62 -4.08  C119 1.093
125 O -3.89 -5.18 2.06  C126 1.224
126 C -2.71 -5.35 1.79  O125 1.224, N127 1.340, C128 1.499
127 N -2.29 -5.46 0.52  C126 1.340, H129 1.012, H130 1.013
128 C -1.64 -5.53 2.82  C126 1.499, H131 1.089, H132 1.089, H133 1.091
129 H -1.31 -5.24 0.41  N127 1.012
130 H -2.99 -5.31 -0.19  N127 1.013
131 H -1.70 -4.77 3.59  C128 1.089
132 H -0.62 -5.53 2.42  C128 1.089
133 H -1.84 -6.48 3.33  C128 1.091
134 O 1.98 -2.17 2.72  C135 1.229
135 C 1.57 -2.30 3.87  O134 1.229, N136 1.343, C137 1.498
136 N 1.93 -1.47 4.86  C135 1.343, H138 1.013, H139 1.004
137 C 0.74 -3.50 4.20  C135 1.498, H140 1.089, H141 1.091, H142 1.089
138 H 2.69 -0.88 4.56  N136 1.013
139 H 1.69 -1.64 5.82  N136 1.004
140 H -0.29 -3.32 4.49  C137 1.089
141 H 1.26 -4.19 4.86  C137 1.091
142 H 0.64 -4.07 3.28  C137 1.089
143 O -6.92 1.59 -1.30  C144 1.221
144 C -6.42 0.75 -0.57  O143 1.221, N145 1.347, C146 1.517
145 N -5.66 1.06 0.50  C144 1.347, H147 1.013, H148 1.005
146 C -6.71 -0.70 -0.87  C144 1.517, H149 1.097, H150 1.087, H151 1.089
147 H -5.17 0.29 0.96  N145 1.013
148 H -5.45 2.03 0.67  N145 1.005
149 H -5.86 -1.35 -0.59  C146 1.097
150 H -6.79 -0.88 -1.94  C146 1.087
151 H -7.55 -1.11 -0.31  C146 1.089
152 O -4.08 -0.65 2.30  C153 1.247
153 C -4.51 -1.62 2.96  O152 1.247, N154 1.336, C155 1.491
154 N -3.81 -2.00 4.03  C153 1.336, H156 1.006, H157 1.024
155 C -5.53 -2.54 2.39  C153 1.491, H158 1.090, H159 1.089, H160 1.091
156 H -4.13 -2.75 4.63  N154 1.006
157 H -3.03 -1.41 4.31  N154 1.024
158 H -5.76 -3.39 3.04  C155 1.090
159 H -5.20 -3.04 1.48  C155 1.089
160 H -6.47 -2.01 2.21  C155 1.091
161 O 4.13 -1.87 -3.04  C162 1.218
162 C 4.24 -0.66 -3.11  O161 1.218, N163 1.350, C164 1.525
163 N 3.61 0.06 -4.07  C162 1.350, H165 1.006, H166 1.006
164 C 5.08 0.10 -2.09  C162 1.525, H167 1.089, H168 1.092, H169 1.089
165 H 2.89 -0.35 -4.63  N163 1.006
166 H 3.89 0.99 -4.30  N163 1.006
167 H 5.53 -0.68 -1.49  C164 1.089
168 H 4.39 0.62 -1.43  C164 1.092
169 H 5.86 0.77 -2.46  C164 1.089
170 O -1.90 -0.19 4.81  C171 1.227
171 C -1.42 0.77 4.22  O170 1.227, N172 1.343, C173 1.525
172 N -1.99 1.20 3.08  C171 1.343, H174 1.019, H175 1.011
173 C -0.21 1.56 4.71  C171 1.525, H176 1.091, H177 1.092, H178 1.086
174 H -2.88 0.73 2.93  N172 1.019
175 H -1.87 2.10 2.65  N172 1.011
176 H -0.40 2.59 4.40  C173 1.091
177 H 0.71 1.24 4.21  C173 1.092
178 H -0.04 1.44 5.78  C173 1.086